(a)
14
Properties=species:S:1:pos:R:3:lowdin_charge:R:1 method="wB97M-V/def2-TZVPD" total_charge=+1
N 2.2044 -0.3751 0.3947 0.3214
H 1.5739 -0.7662 1.0988 0.1365
H 2.2246 -1.0475 -0.3765 0.1624
H 3.1496 -0.2455 0.7636 0.1631
H 1.7908 0.5085 0.0729 0.1335
C -1.7204 -0.2944 -1.0904 -0.0955
C -0.9675 -0.0494 0.1845 -0.2672
C -0.6657 1.1523 0.6798 -0.0213
H -1.2773 -1.1315 -1.6397 0.0754
H -1.6887 0.5714 -1.7444 0.0795
H -2.7395 -0.5985 -0.8585 0.0882
H -0.7287 -0.9618 0.7407 0.0925
H -0.1053 1.2134 1.6085 0.0570
H -1.0501 2.0244 0.1660 0.0746


(b)
14
Properties=species:S:1:pos:R:3:lowdin_charge:R:1 method="wB97M-V/def2-TZVPD" total_charge=+1
C -0.0814 -0.7992 1.2544 -0.0635
C 0.4133 -0.0336 -0.0789 -0.1414
C -0.0590 -0.7055 -1.4058 -0.0403
N -0.1504 1.8612 -0.0726 0.1476
H 0.4421 -0.6134 2.1818 0.0721
H -1.1513 -0.6947 1.4918 0.0886
H 0.0976 -1.8791 1.1063 0.0778
H 1.4422 0.1106 0.0202 0.0866
H -0.9686 -0.3637 -1.8407 0.0541
H -0.2329 -2.0420 -0.9064 0.2196
H 0.6848 -0.9196 -2.1815 0.0691
H -1.1929 1.8072 0.0644 0.1709
H 0.8509 1.8766 -0.4156 0.1620
H -0.0946 2.3953 0.7826 0.0969


Energy relative to the most stable one, in kJ/mol: (a) 0.0; (b) 347.6


(a)
7
Properties=species:S:1:pos:R:3:lowdin_charge:R:1 method="wB97M-V/def2-TZVPD" total_charge=0
C 0.1585 1.3621 0.3958 -0.5453
O -0.8028 -0.3687 -2.0753 -0.5991
S -2.8377 -2.3083 -1.8371 0.2156
S 0.5127 0.7867 1.9014 0.5803
S -2.0755 -0.7109 -2.6061 0.4058
H -0.6076 2.0129 0.0442 -0.0026
H 0.5370 0.8123 -0.4171 -0.0547


(b)
7
Properties=species:S:1:pos:R:3:lowdin_charge:R:1 method="wB97M-V/def2-TZVPD" smiles="O=[S@@]1(=S)CS1" total_charge=0
O -0.1846 0.5230 2.8586 -0.4706
S -0.3637 1.2641 1.6333 0.0560
S 0.2610 3.0838 1.6051 0.2860
C -0.2906 0.1726 0.1955 -0.6101
S -2.0261 0.4933 0.6488 0.6059
H -0.4496 -0.9488 0.2640 0.0576
H 0.0636 0.5418 -0.8125 0.0751


Energy relative to the most stable one, in kJ/mol: (a) 0.0; (b) 68.2


(a)
106
Properties=species:S:1:pos:R:3:lowdin_charge:R:1 method="wB97M-V/def2-TZVPD" total_charge=+2 spin_multiplicity=2
Rh 0.9165 -0.2622 -0.1678 1.0241
O 7.7777 -0.8775 -1.5562 -0.0401
C 7.2211 0.4112 -1.6495 -0.1959
C 5.7714 0.3377 -1.2609 -0.1438
C 5.0013 1.4883 -1.1377 0.0243
C 3.6656 1.3736 -0.8097 -0.1132
N 3.0714 0.1958 -0.5961 0.0186
C 3.8250 -0.9143 -0.6468 -0.1700
C 5.1643 -0.8824 -0.9943 0.0770
C 3.1444 -2.1585 -0.1984 -0.1571
C 3.7904 -3.3776 -0.0899 0.0773
C 3.1235 -4.4701 0.4444 -0.1393
C 3.8233 -5.7976 0.6115 -0.1931
O 5.0981 -5.8127 0.0201 -0.0321
C 1.8098 -4.2926 0.8665 0.0192
C 1.2167 -3.0606 0.7121 -0.0993
N 1.8626 -2.0115 0.1850 -0.0393
H 8.6998 -0.8536 -1.8291 0.1101
H 7.2835 0.8064 -2.6704 0.1428
H 7.7257 1.1246 -0.9887 0.1407
H 5.4306 2.4700 -1.2915 0.1341
H 3.0476 2.2553 -0.6963 0.1087
H 5.7574 -1.7820 -1.0432 0.1211
H 4.8178 -3.4974 -0.3986 0.1242
H 3.1790 -6.5973 0.2365 0.1408
H 3.9521 -5.9726 1.6836 0.1447
H 5.0691 -6.2779 -0.8213 0.1084
H 1.2470 -5.1045 1.3090 0.1354
H 0.1910 -2.8869 1.0075 0.0918
N 1.4718 0.7772 1.6654 0.0164
C 1.3146 2.2057 1.4371 -0.2610
C 0.4775 2.6292 0.4073 -0.2041
C 0.2573 3.9816 0.2036 0.0056
C 0.9192 4.9112 0.9927 -0.0373
C 1.7763 4.4916 1.9989 -0.0432
C 1.9623 3.1371 2.2310 -0.0102
H 0.8252 0.4718 2.3906 0.0240
H 2.4153 0.5796 1.9850 0.1122
H -1.0054 1.2580 0.2210 0.0788
H -0.4214 4.3163 -0.5679 0.1259
H 0.7546 5.9664 0.8241 0.1212
H 2.2906 5.2172 2.6137 0.1203
H 2.6103 2.8023 3.0322 0.1269
N -0.5769 -1.2866 -1.3869 0.0496
C 0.0561 -1.8889 -2.5460 -0.2914
C 0.4172 -1.0823 -3.6156 -0.0280
C 1.0692 -1.6427 -4.7030 -0.0565
C 1.3658 -2.9994 -4.7201 -0.0694
C 0.9934 -3.7974 -3.6482 -0.0634
C 0.3345 -3.2452 -2.5581 -0.0436
H -1.0827 -1.9972 -0.8574 0.0696
H -1.2814 -0.6117 -1.6867 0.0759
H 0.1745 -0.0252 -3.6120 0.1001
H 1.3378 -1.0167 -5.5434 0.1141
H 1.8712 -3.4340 -5.5712 0.1120
H 1.2001 -4.8592 -3.6652 0.1117
H 0.0227 -3.8735 -1.7301 0.1078
C -6.8772 2.7607 5.2260 -0.0345
C -5.7131 2.0252 4.6250 -0.2450
C -5.6633 0.6402 4.6181 0.0025
C -4.5949 -0.0609 4.0631 -0.2955
C -4.6164 -1.5641 4.1026 -0.0670
C -3.5567 0.6775 3.4888 -0.4365
Te -1.9414 -0.3403 2.5939 1.4422
N -0.2140 1.5895 -0.3487 0.0218
C -0.7862 1.8381 -1.6530 -0.3899
O -1.8378 1.2920 -1.8879 0.1069
C -0.0348 2.5721 -2.6871 -0.1837
C -0.7745 3.4328 -3.4949 -0.0026
C -0.1420 4.1363 -4.5071 -0.0393
C 1.2140 3.9505 -4.7361 -0.0444
C 1.9408 3.0577 -3.9570 -0.0482
C 1.3199 2.3738 -2.9263 -0.0471
C -2.9188 -1.4893 1.1112 -0.5064
C -2.5845 -2.8469 1.0943 -0.2006
C -3.0498 -3.6850 0.0914 -0.0890
C -3.8843 -3.1654 -0.8912 -0.0621
C -4.2607 -1.8339 -0.8377 -0.0331
C -3.7958 -0.9671 0.1564 -0.3053
C -4.3042 0.4485 0.1538 -0.0420
C -3.5687 2.0779 3.4821 -0.3220
C -2.4762 2.9120 2.8631 -0.0900
C -4.6521 2.7255 4.0580 -0.0037
H -7.5304 2.0872 5.7774 0.0808
H -7.4704 3.2423 4.4467 0.0907
H -6.5363 3.5418 5.9055 0.0876
H -6.4730 0.0791 5.0702 0.1238
H -5.3698 -1.9136 4.8055 0.0851
H -3.6505 -1.9711 4.4078 0.0584
H -4.8555 -1.9838 3.1230 0.0800
H -1.8363 3.5522 -3.3221 0.1299
H -0.7092 4.8181 -5.1258 0.1191
H 1.7036 4.4905 -5.5353 0.1176
H 2.9894 2.8901 -4.1632 0.1123
H 1.8843 1.6477 -2.3570 0.0735
H -1.9893 -3.2579 1.9022 0.0842
H -2.7947 -4.7371 0.0968 0.1107
H -4.2677 -3.8040 -1.6759 0.1144
H -4.9420 -1.4429 -1.5846 0.1265
H -5.3739 0.4553 0.3718 0.1043
H -4.1663 0.9020 -0.8270 0.0754
H -3.8192 1.0716 0.9030 0.0301
H -1.4798 2.6112 3.1934 0.0538
H -2.6084 3.9601 3.1252 0.0840
H -2.4975 2.8360 1.7705 0.0628
H -4.6677 3.8097 4.0703 0.1251


(b)
106
Properties=species:S:1:pos:R:3:lowdin_charge:R:1 method="wB97M-V/def2-TZVPD" total_charge=+2 spin_multiplicity=2
Rh 0.4028 0.0490 -0.3580 1.0290
O -4.8184 3.8344 2.3615 -0.0386
C -5.1601 2.7849 1.4899 -0.1968
C -3.9071 2.0763 1.0675 -0.1458
C -3.9696 0.8845 0.3553 0.0231
C -2.7991 0.2752 -0.0402 -0.1032
N -1.5889 0.7718 0.2325 0.0079
C -1.5169 1.9087 0.9564 -0.1691
C -2.6544 2.5812 1.3793 0.0794
C -0.1621 2.3283 1.3421 -0.1577
C 0.1114 3.4219 2.1503 0.0795
C 1.4042 3.6616 2.5872 -0.1375
C 1.7079 4.8185 3.5093 -0.1946
O 0.6053 5.6653 3.7045 -0.0313
C 2.4027 2.7697 2.2001 0.0242
C 2.0799 1.7247 1.3673 -0.1014
N 0.8329 1.5154 0.9333 -0.0376
H -5.6109 4.3203 2.6082 0.1101
H -5.6591 3.1572 0.5864 0.1445
H -5.8314 2.0618 1.9670 0.1408
H -4.9164 0.4225 0.1078 0.1347
H -2.8234 -0.6567 -0.5895 0.1099
H -2.5913 3.4852 1.9648 0.1222
H -0.6732 4.0871 2.4777 0.1250
H 2.5886 5.3570 3.1475 0.1413
H 1.9761 4.4010 4.4843 0.1459
H 0.6396 6.4039 3.0885 0.1091
H 3.4274 2.8834 2.5291 0.1360
H 2.8326 1.0252 1.0251 0.0766
N -0.0569 -1.5032 1.1330 0.0181
C -0.6524 -2.6372 0.4610 -0.2546
C -0.3564 -2.8404 -0.8798 -0.2017
C -0.8769 -3.9428 -1.5400 0.0076
C -1.7430 -4.8005 -0.8797 -0.0383
C -2.0714 -4.5733 0.4466 -0.0458
C -1.5166 -3.4960 1.1210 -0.0093
H 0.8309 -1.7651 1.5610 0.0163
H -0.6697 -1.1991 1.8845 0.1106
H 1.5010 -2.0686 -1.2691 0.0614
H -0.6169 -4.1298 -2.5734 0.1269
H -2.1610 -5.6482 -1.4046 0.1209
H -2.7466 -5.2414 0.9624 0.1197
H -1.7412 -3.3294 2.1677 0.1249
N 1.9619 0.7566 -1.7296 0.0477
C 1.4986 2.0377 -2.2307 -0.2925
C 0.5593 2.0771 -3.2520 -0.0286
C 0.0845 3.3046 -3.6883 -0.0555
C 0.5410 4.4805 -3.1086 -0.0688
C 1.4928 4.4292 -2.1013 -0.0626
C 1.9787 3.2074 -1.6581 -0.0435
H 2.9003 0.8589 -1.3356 0.0489
H 2.1142 0.1162 -2.5137 0.0808
H 0.2142 1.1605 -3.7156 0.1053
H -0.6364 3.3419 -4.4939 0.1150
H 0.1708 5.4352 -3.4554 0.1125
H 1.8735 5.3447 -1.6687 0.1118
H 2.7461 3.1679 -0.8949 0.1035
C 7.1202 -7.5650 0.3550 -0.0351
C 6.2710 -6.3362 0.4896 -0.2448
C 6.8289 -5.1079 0.8158 0.0031
C 6.0601 -3.9536 0.9324 -0.2963
C 6.7364 -2.6570 1.2782 -0.0693
C 4.6859 -4.0572 0.7014 -0.4297
Te 3.4882 -2.3199 0.7682 1.4621
N 0.5304 -1.9055 -1.5404 0.0411
C 0.4764 -1.7323 -2.9612 -0.4019
O 1.5221 -1.6388 -3.5594 0.1133
C -0.8534 -1.5614 -3.5920 -0.1786
C -1.1671 -2.1712 -4.8025 -0.0006
C -2.4009 -1.9185 -5.3777 -0.0400
C -3.2929 -1.0393 -4.7711 -0.0452
C -2.9591 -0.4019 -3.5839 -0.0504
C -1.7392 -0.6770 -2.9894 -0.0670
C 4.4134 -1.1046 -0.6979 -0.4941
C 4.8196 0.1685 -0.2822 -0.2064
C 5.2422 1.1163 -1.2006 -0.0936
C 5.2739 0.7848 -2.5514 -0.0588
C 4.9407 -0.4968 -2.9528 -0.0305
C 4.5241 -1.4746 -2.0429 -0.3046
C 4.2771 -2.8668 -2.5509 -0.0390
C 4.0825 -5.2833 0.3907 -0.3235
C 2.6035 -5.4328 0.1540 -0.0892
C 4.8947 -6.4035 0.2905 -0.0024
H 8.1332 -7.3889 0.7115 0.0810
H 7.1800 -7.8771 -0.6889 0.0913
H 6.6988 -8.3952 0.9220 0.0882
H 7.8957 -5.0408 0.9937 0.1238
H 7.7296 -2.8423 1.6821 0.0857
H 6.1668 -2.0924 2.0191 0.0556
H 6.8490 -2.0223 0.3963 0.0797
H -0.4525 -2.8310 -5.2774 0.1306
H -2.6695 -2.3966 -6.3095 0.1186
H -4.2470 -0.8405 -5.2401 0.1169
H -3.6396 0.3141 -3.1407 0.1100
H -1.3740 -0.1900 -2.0952 0.0561
H 4.8411 0.3954 0.7782 0.0880
H 5.5717 2.0916 -0.8664 0.1150
H 5.5915 1.5141 -3.2845 0.1177
H 5.0147 -0.7632 -4.0004 0.1301
H 5.1908 -3.2441 -3.0132 0.1047
H 3.4951 -2.8738 -3.3114 0.0713
H 4.0115 -3.5593 -1.7561 0.0322
H 2.0040 -4.8541 0.8588 0.0424
H 2.3128 -6.4772 0.2551 0.0850
H 2.3259 -5.1072 -0.8541 0.0744
H 4.4406 -7.3608 0.0611 0.1268


Energy relative to the most stable one, in kJ/mol: (a) 0.0; (b) 34.7


(a)
10
Properties=species:S:1:pos:R:3:lowdin_charge:R:1 method="wB97M-V/def2-TZVPD" total_charge=+1
C -0.7902 -0.0565 0.5855 0.0594
N -1.5105 -0.1416 -0.5000 0.1479
N 1.4616 0.0706 -0.0111 0.0499
H -0.3444 -0.9520 1.0501 0.1181
H -0.4013 0.9277 0.9742 0.1335
H -1.9724 0.6444 -0.8381 0.1069
H -1.9489 -1.0217 -0.9007 0.1870
H 1.4489 1.0213 -0.2626 0.0381
H 2.2198 0.0328 0.6633 0.0736
H 1.8373 -0.5251 -0.7605 0.0856


(b)
10
Properties=species:S:1:pos:R:3:lowdin_charge:R:1 method="wB97M-V/def2-TZVPD" smiles=NC[NH3+] total_charge=+1
N -1.3244 -0.0288 -0.6132 0.0519
C -0.0951 0.2269 0.5826 -0.0931
N 1.0574 -0.4634 -0.0042 0.1909
H -1.3931 0.7857 -1.1328 0.0108
H -2.2138 -0.0378 0.0403 0.1235
H -0.4455 -0.2158 1.4466 0.0843
H 0.2206 1.3165 0.8234 0.1579
H 1.0106 -1.3053 0.4665 0.1367
H 0.7781 -0.6038 -0.9538 0.1470
H 1.9995 -0.0711 -0.0412 0.1901


Energy relative to the most stable one, in kJ/mol: (a) 0.0; (b) 74.3


(a)
22
Properties=species:S:1:pos:R:3:lowdin_charge:R:1 method="wB97M-V/def2-TZVPD" total_charge=+1
C -0.9756 2.2749 0.3662 -0.0750
C 0.8212 0.6407 0.1179 -0.3060
C 0.0153 1.7093 -0.6000 -0.0773
C 2.8324 -0.3479 1.0276 -0.0764
C -2.9208 -1.7674 -0.4490 -0.1674
N -1.6788 1.4769 1.1040 0.0746
N 0.1098 -0.0873 0.9650 0.0918
N 2.1527 0.6112 0.1929 0.0247
N -2.3567 -0.5350 -0.4437 0.0809
N -1.2347 0.1019 1.1224 -0.0402
H -1.1294 3.3611 0.3514 0.1395
H -0.4454 1.5370 -1.5436 0.1183
H 0.7499 2.4993 -0.8940 0.1323
H 3.8901 -0.3756 0.8640 0.0764
H 2.4891 -0.4760 2.0750 0.0964
H 2.5993 -1.4636 0.6513 0.1335
H -3.3491 -1.7434 -1.4170 0.1060
H -2.1064 -2.5768 -0.3882 0.1342
H -3.7980 -1.9120 0.1676 0.0923
H 2.5734 1.1191 -0.6035 0.1735
H -2.9779 0.2557 -0.4780 0.0829
H -1.6995 -0.3004 1.9626 0.1848


(b)
22
Properties=species:S:1:pos:R:3:lowdin_charge:R:1 method="wB97M-V/def2-TZVPD" total_charge=+1
C 0.6119 0.0188 -0.5337 -0.4057
C 0.2155 2.1609 0.1288 -0.0240
C -0.5825 -0.0818 0.4465 -0.3753
C -1.7522 -0.5229 -0.4272 -0.0203
C -0.3647 -0.9197 1.7024 0.0020
N 1.9993 -0.9854 0.0508 -0.1089
N 2.8462 -0.5885 0.7156 0.1238
N -0.7387 1.4350 0.6809 0.1594
N 1.0686 1.3609 -0.4330 0.1196
N 0.6536 -0.2724 -1.9340 0.0924
H 0.4595 3.1456 0.3057 0.1489
H -2.8016 -0.4988 -0.0001 0.1282
H -1.6811 -1.5470 -0.5604 0.0706
H -1.7988 -0.0568 -1.3551 0.0600
H -1.2073 -1.0005 2.3146 0.0768
H 0.3931 -0.4696 2.3118 0.0844
H -0.0013 -1.9102 1.5478 0.0890
H 1.8922 -1.7893 -0.6262 0.1465
H -1.4304 1.6248 1.3999 0.1778
H 1.9027 1.5868 -1.0708 0.2219
H 0.1285 0.4713 -2.4183 0.1095
H 0.1874 -1.1610 -2.2459 0.1235


(c)
22
Properties=species:S:1:pos:R:3:lowdin_charge:R:1 method="wB97M-V/def2-TZVPD" smiles="C=CNCN=C=[N+](N)CN" total_charge=+1
C -3.6071 -0.4304 1.2891 0.0231
C -3.3051 0.4846 0.3984 -0.2230
N -2.7967 0.1300 -0.8568 -0.0554
C -1.7107 0.7306 -1.4542 -0.1023
N -0.3900 0.1181 -0.7048 0.2540
C 0.7397 -0.1970 -0.5991 -0.1378
N 1.8426 -0.4944 -0.1282 -0.1234
N 2.7184 -1.2315 -0.9097 0.0847
C 2.3533 0.3127 1.1732 -0.1181
N 3.6332 0.5968 0.7897 0.0479
H -4.1829 -0.0814 2.1851 0.0848
H -3.3876 -1.4862 1.0698 0.0713
H -3.3909 1.4997 0.5509 0.0913
H -2.7012 -0.8722 -1.0309 0.1403
H -1.6640 1.7847 -1.5262 0.1179
H -1.5818 0.3124 -2.4574 0.1331
H 2.2880 -1.2014 -1.8586 0.1210
H 2.8783 -2.2496 -0.6481 0.1423
H 1.8379 1.2570 1.3115 0.1391
H 2.2400 -0.4306 1.9230 0.1173
H 4.3333 -0.1132 0.7748 0.0963
H 3.8531 1.5615 0.7086 0.0956


Energy relative to the most stable one, in kJ/mol: (a) 219.3; (b) 0.0; (c) 90.5


(a)
19
Properties=species:S:1:pos:R:3:lowdin_charge:R:1 method="wB97M-V/def2-TZVPD" smiles="CCC1(F)CC=CC1" total_charge=0
C -1.9015 -0.8985 0.0688 -0.0897
C -1.4415 0.6099 -0.0485 -0.1871
C 0.0282 0.9057 -0.1054 -0.5240
F 0.3247 2.2166 -0.5119 0.0050
C 0.7449 0.5996 1.1997 -0.0328
C 1.9956 -0.2934 0.6060 -0.0674
C 1.9983 -0.5960 -0.6664 -0.0625
C 0.5744 -0.1696 -1.0909 -0.1306
H -1.4939 -1.4207 1.1347 0.1379
H -1.4571 -1.4071 -0.7758 0.0255
H -2.9877 -1.2228 0.1793 0.0817
H -1.6718 1.2064 0.7528 0.0676
H -2.1569 1.1275 -0.8348 0.1582
H 0.3110 0.1921 2.0771 0.0886
H 1.0565 1.7597 1.3024 0.1662
H 2.7948 -0.5933 1.1844 0.0582
H 2.7067 -1.1796 -1.1825 0.0884
H 0.7178 0.1792 -2.2085 0.1512
H -0.1426 -1.0159 -1.0804 0.0655


(b)
19
Properties=species:S:1:pos:R:3:lowdin_charge:R:1 method="wB97M-V/def2-TZVPD" total_charge=0
C 0.9479 2.1692 0.0746 -0.1186
C 0.8276 0.6853 -0.1506 -0.3968
C -0.3836 -0.0096 -0.0976 -0.2442
C -1.6419 0.5096 0.2862 -0.1791
C -0.1341 -1.4940 0.0751 -0.1782
C 1.4175 -1.6731 0.0980 -0.1517
C 2.0277 -0.1318 -0.2091 -0.1466
H 2.1495 2.8565 -0.4562 0.1743
H 1.0377 2.4562 1.4279 0.1582
H -0.1674 2.5004 -0.5376 0.1313
H -2.0662 1.5082 0.3266 0.1207
H -1.6967 0.2020 1.3717 0.1394
H -0.5122 -1.8608 1.2571 0.1727
H -0.7517 -2.1450 -0.6705 0.1303
H 1.6318 -1.9855 1.1805 0.1106
H 1.6574 -2.4548 -0.6708 0.0993
H 2.3136 0.1204 -1.3292 0.1470
H 2.9062 -0.1217 0.5257 0.1238
F -2.7631 -0.1567 -0.3206 -0.0922


Energy relative to the most stable one, in kJ/mol: (a) 0.0; (b) 218.6